Record 1
{"formula": "C47H46CoFN10O6", "method": "ωB97M-V/def2-TZVPD", "e_tot_ha": -4300.488544, "total_charge": -1, "largest_force_ha_per_bohr": 0.008, "spin_multiplicity": 2, "de_lowest_kcal_mol": 0.00, "gap_ev": [6.64, 6.64], "elements": ["Co", "O", "C", "C", "C", "C", "C", "C", "C", "N", "N", "C", "O", "C", "C", "C", "C", "C", "C", "H", "H", "H", "H", "H", "H", "H", "H", "H", "H", "C", "C", "C", "C", "C", "C", "C", "F", "C", "C", "C", "O", "C", "C", "N", "C", "C", "O", "O", "H", "H", "H", "H", "H", "H", "H", "H", "H", "H", "H", "C", "N", "C", "N", "C", "N", "C", "N", "C", "C", "H", "H", "H", "H", "H", "H", "H", "H", "H", "H", "H", "H", "C", "C", "C", "C", "C", "N", "C", "O", "N", "C", "C", "C", "C", "N", "C", "C", "C", "H", "H", "H", "H", "H", "H", "H", "H", "H", "H", "H", "H", "H"], "coordinates": [[-1.93, 0.44, -0.19], [-3.53, -0.53, -0.48], [-4.45, -0.76, 0.39], [-5.69, -1.31, -0.05], [-6.69, -1.63, 0.83], [-6.54, -1.44, 2.21], [-5.35, -0.91, 2.67], [-4.30, -0.57, 1.80], [-3.09, -0.05, 2.38], [-2.07, 0.33, 1.69], [-0.97, 0.82, 2.40], [-0.12, 1.31, 1.53], [-0.26, 1.30, 0.26], [1.13, 1.92, 2.07], [2.03, 2.51, 1.19], [3.22, 3.05, 1.66], [3.52, 3.01, 3.01], [2.62, 2.44, 3.90], [1.43, 1.89, 3.43], [-5.81, -1.46, -1.11], [-7.62, -2.05, 0.45], [-7.33, -1.70, 2.90], [-5.20, -0.75, 3.73], [-3.02, 0.04, 3.46], [1.78, 2.51, 0.14], [3.92, 3.49, 0.96], [4.46, 3.42, 3.38], [2.85, 2.40, 4.96], [0.72, 1.44, 4.11], [0.28, 5.60, -4.88], [-0.65, 6.19, -3.83], [-0.01, 7.38, -3.15], [-0.98, 8.03, -2.18], [-1.53, 7.00, -1.22], [-2.00, 7.37, 0.02], [-2.49, 6.41, 0.89], [-2.94, 6.83, 2.10], [-2.54, 5.09, 0.56], [-2.07, 4.69, -0.69], [-2.12, 3.24, -1.02], [-2.68, 2.48, -0.23], [-1.49, 2.88, -2.26], [-1.04, 3.88, -3.07], [-1.06, 5.20, -2.81], [-1.56, 5.64, -1.58], [-1.26, 1.46, -2.81], [-0.83, 1.39, -3.97], [-1.52, 0.48, -2.06], [0.64, 6.41, -5.51], [-0.20, 4.87, -5.52], [1.14, 5.12, -4.40], [-1.56, 6.54, -4.34], [0.31, 8.10, -3.91], [0.89, 7.04, -2.61], [-1.81, 8.47, -2.75], [-0.51, 8.83, -1.62], [-1.97, 8.41, 0.32], [-2.92, 4.34, 1.24], [-0.62, 3.56, -4.02], [-2.85, -3.60, 0.98], [-1.64, -2.91, 0.52], [-1.56, -3.03, -0.93], [-1.52, -4.45, -1.35], [-2.73, -5.10, -0.85], [-2.85, -5.02, 0.61], [-1.66, -5.64, 1.19], [-0.41, -5.00, 0.75], [-0.49, -3.57, 1.11], [-0.37, -5.08, -0.72], [-3.72, -3.12, 0.53], [-2.93, -3.51, 2.07], [-0.66, -2.52, -1.28], [-2.43, -2.54, -1.38], [-2.72, -6.15, -1.15], [-3.61, -4.62, -1.29], [-1.63, -6.70, 0.91], [-1.72, -5.57, 2.28], [0.42, -3.08, 0.75], [-0.54, -3.49, 2.20], [-0.33, -6.13, -1.02], [0.54, -4.58, -1.06], [3.28, -6.72, -0.79], [3.93, -5.52, -0.15], [3.31, -4.83, 0.88], [3.90, -3.72, 1.47], [5.14, -3.27, 1.02], [5.81, -2.16, 1.60], [5.29, -1.12, 2.35], [5.97, -0.59, 3.22], [4.02, -0.71, 2.06], [3.36, -0.80, 0.81], [4.00, -0.59, -0.40], [3.25, -0.63, -1.56], [1.88, -0.88, -1.47], [1.27, -1.11, -0.31], [2.00, -1.08, 0.79], [5.77, -3.96, -0.01], [5.18, -5.07, -0.57], [2.40, -7.03, -0.22], [3.97, -7.56, -0.85], [2.95, -6.49, -1.81], [2.33, -5.15, 1.23], [3.41, -3.21, 2.29], [6.80, -2.27, 1.75], [3.67, -0.02, 2.70], [5.06, -0.37, -0.42], [3.70, -0.45, -2.52], [1.25, -0.88, -2.35], [1.47, -1.25, 1.73], [6.73, -3.61, -0.37], [5.69, -5.59, -1.38]], "lowdin_charge": [0.5936, -0.1088, -0.3662, -0.0335, -0.1126, -0.1283, -0.0748, -0.1523, -0.0664, -0.0583, 0.0979, -0.4690, -0.0855, -0.1508, -0.0290, -0.0884, -0.1068, -0.0991, -0.0410, 0.1096, 0.0923, 0.0832, 0.1017, 0.1227, 0.1164, 0.0971, 0.0962, 0.0971, 0.1023, -0.0507, -0.3130, -0.1542, -0.1382, -0.1422, 0.0365, -0.2621, 0.0510, 0.0761, -0.0321, -0.2814, 0.0336, -0.0030, 0.0190, 0.0200, -0.0781, -0.5865, -0.0094, -0.0467, 0.0810, 0.0822, 0.0983, 0.1555, 0.1164, 0.1349, 0.1240, 0.1166, 0.1259, 0.1380, 0.1160, -0.1637, -0.0658, -0.1603, -0.0807, -0.1804, -0.0843, -0.1936, -0.0898, -0.1821, -0.1925, 0.1102, 0.1282, 0.1081, 0.1201, 0.1166, 0.1251, 0.1163, 0.1187, 0.0843, 0.1267, 0.1159, 0.1205, -0.0572, -0.2817, -0.0291, -0.0162, -0.2538, 0.1299, -0.5454, 0.0456, 0.1497, -0.2449, -0.0108, -0.0443, -0.1148, 0.0946, -0.1038, -0.0304, -0.0522, 0.0702, 0.0741, 0.0805, 0.1004, 0.1159, 0.1439, 0.1366, 0.1194, 0.1011, 0.1139, 0.1261, 0.1091, 0.1099]}

***

Record 2
{"formula": "C47H46FIrN13O3S", "method": "ωB97M-V/def2-TZVPD", "e_tot_ha": -3357.248622, "total_charge": 4, "largest_force_ha_per_bohr": 0.100, "spin_multiplicity": 2, "de_lowest_kcal_mol": 2.94, "gap_ev": [5.60, 4.92], "elements": ["Ir", "C", "C", "C", "C", "N", "C", "C", "C", "C", "C", "C", "N", "H", "H", "H", "H", "H", "H", "H", "H", "C", "N", "C", "C", "N", "C", "S", "C", "C", "C", "C", "C", "N", "H", "H", "H", "H", "H", "H", "H", "H", "H", "F", "C", "C", "C", "C", "O", "C", "C", "N", "C", "C", "C", "C", "C", "C", "N", "C", "C", "N", "C", "C", "C", "O", "O", "H", "H", "H", "H", "H", "H", "H", "H", "H", "H", "H", "H", "H", "H", "H", "H", "H", "H", "C", "C", "N", "C", "C", "N", "C", "N", "N", "N", "C", "C", "C", "C", "C", "C", "H", "H", "H", "H", "H", "H", "H", "H", "H", "H", "H"], "coordinates": [[0.09, 1.16, -1.77], [-0.68, -3.11, -2.70], [0.56, -3.58, -3.09], [1.58, -2.67, -3.35], [1.33, -1.31, -3.18], [0.15, -0.88, -2.72], [-0.84, -1.74, -2.52], [2.32, -0.27, -3.49], [3.44, -0.51, -4.27], [4.34, 0.51, -4.52], [4.09, 1.76, -3.97], [2.94, 1.94, -3.23], [2.07, 0.96, -3.00], [-1.51, -3.78, -2.54], [0.74, -4.64, -3.21], [2.54, -3.01, -3.68], [-1.79, -1.33, -2.22], [3.60, -1.49, -4.70], [5.20, 0.34, -5.15], [4.77, 2.59, -4.13], [2.72, 2.90, -2.79], [-0.86, 2.39, -7.01], [-0.20, 3.28, -6.06], [0.46, 4.44, -6.36], [0.93, 4.95, -5.21], [0.54, 4.10, -4.18], [-0.17, 3.07, -4.73], [-0.99, 1.78, -4.02], [0.72, 4.39, -2.80], [1.36, 5.56, -2.42], [1.43, 5.90, -1.08], [0.81, 5.08, -0.15], [0.25, 3.90, -0.60], [0.24, 3.53, -1.89], [-0.77, 2.81, -8.01], [-1.91, 2.29, -6.75], [-0.40, 1.40, -6.99], [0.54, 4.83, -7.36], [1.49, 5.86, -5.06], [1.80, 6.23, -3.15], [1.95, 6.80, -0.78], [0.80, 5.33, 0.90], [-0.23, 3.22, 0.09], [-1.17, -3.25, 3.52], [-1.99, -2.21, 3.30], [-1.66, -1.39, 2.26], [-2.50, -0.33, 1.88], [-2.14, 0.49, 0.73], [-1.02, 0.32, 0.15], [-3.13, 1.43, 0.37], [-4.25, 1.61, 1.14], [-4.52, 0.91, 2.24], [-5.70, 1.22, 3.03], [-5.49, 1.79, 4.41], [-6.02, 2.66, 3.31], [-3.68, -0.13, 2.62], [-3.97, -0.96, 3.70], [-3.15, -2.01, 4.09], [-3.46, -2.78, 5.21], [-4.80, -3.32, 5.38], [-5.13, -3.54, 6.85], [-4.12, -4.45, 7.46], [-2.76, -3.87, 7.30], [-2.46, -3.65, 5.83], [-2.98, 2.25, -0.91], [-3.69, 3.22, -1.04], [-2.10, 1.78, -1.73], [-0.77, -1.59, 1.69], [-4.96, 2.37, 0.86], [-6.51, 0.53, 2.87], [-4.47, 1.96, 4.74], [-6.16, 1.48, 5.20], [-5.37, 3.42, 2.91], [-7.06, 2.94, 3.34], [-4.87, -0.76, 4.26], [-4.89, -4.28, 4.85], [-5.54, -2.64, 4.96], [-6.13, -3.97, 6.95], [-5.10, -2.59, 7.40], [-4.16, -5.37, 7.00], [-4.33, -4.61, 8.45], [-2.02, -4.54, 7.73], [-2.73, -2.92, 7.85], [-2.39, -4.62, 5.32], [-1.48, -3.18, 5.78], [1.47, -1.69, 0.13], [2.14, -0.37, 0.24], [1.74, 0.77, -0.28], [2.62, 1.75, 0.13], [3.58, 1.17, 0.89], [3.27, -0.17, 0.95], [4.09, -1.21, 1.55], [4.56, -2.11, 0.55], [4.10, -3.39, 0.51], [4.61, -3.99, -0.48], [5.44, -3.14, -1.17], [6.21, -3.32, -2.32], [6.88, -2.22, -2.80], [6.82, -0.97, -2.16], [6.08, -0.78, -1.01], [5.40, -1.89, -0.51], [0.48, -1.54, -0.29], [1.39, -2.16, 1.11], [2.02, -2.38, -0.51], [2.51, 2.78, -0.14], [4.42, 1.59, 1.41], [3.50, -1.81, 2.25], [4.91, -0.73, 2.08], [6.30, -4.30, -2.78], [7.49, -2.32, -3.69], [7.37, -0.14, -2.58], [6.04, 0.18, -0.51]], "lowdin_charge": [1.4037, 0.0109, 0.0190, 0.0329, -0.2146, -0.0200, -0.0924, -0.1898, 0.0439, 0.0098, 0.0075, -0.1006, 0.0269, 0.1324, 0.1391, 0.1278, 0.1322, 0.1303, 0.1377, 0.1313, 0.1047, 0.0027, -0.0965, 0.0226, 0.0140, 0.0324, -0.5928, 0.9166, -0.2430, 0.0427, 0.0162, -0.0077, -0.1290, 0.0373, 0.1136, 0.1031, 0.1030, 0.1546, 0.1312, 0.1202, 0.1399, 0.1334, 0.1137, 0.0744, -0.1726, 0.0842, -0.0439, -0.2634, -0.1078, -0.0229, 0.0717, 0.0300, -0.2418, -0.0795, -0.0619, -0.1015, 0.0828, -0.1193, -0.0754, -0.1159, -0.0799, 0.0712, -0.0786, -0.1301, -0.5778, 0.1303, -0.2661, 0.1078, 0.1637, 0.1626, 0.1185, 0.1147, 0.1159, 0.1231, 0.1152, 0.1476, 0.1301, 0.1493, 0.1483, 0.1937, 0.1982, 0.1493, 0.1489, 0.1424, 0.1397, 0.0157, -0.2965, -0.0214, -0.1051, -0.0104, 0.0145, -0.0402, -0.0666, 0.0524, 0.0885, -0.2161, 0.0059, -0.0673, -0.0765, -0.0158, -0.1620, 0.0471, 0.0986, 0.0794, 0.0950, 0.1415, 0.1477, 0.1558, 0.1263, 0.1160, 0.1138, 0.1038]}

***

Record 3
{"formula": "C47H46I2N5O3PRe", "method": "ωB97M-V/def2-TZVPD", "e_tot_ha": -3333.117199, "largest_force_ha_per_bohr": 0.060, "spin_multiplicity": 4, "de_lowest_kcal_mol": 27.83, "gap_ev": [6.14, 7.35], "elements": ["Re", "I", "C", "C", "C", "I", "C", "O", "C", "C", "N", "C", "C", "C", "C", "C", "C", "N", "C", "H", "H", "H", "H", "H", "H", "H", "H", "H", "H", "H", "O", "C", "O", "C", "C", "C", "C", "C", "C", "P", "C", "C", "C", "C", "C", "C", "C", "C", "C", "C", "C", "C", "H", "H", "H", "H", "H", "H", "H", "H", "H", "H", "H", "H", "H", "H", "C", "C", "C", "C", "C", "C", "C", "C", "C", "C", "C", "C", "N", "H", "H", "H", "H", "H", "H", "H", "H", "H", "H", "H", "H", "H", "H", "H", "H", "H", "N", "C", "C", "N", "C", "H", "H", "H", "H"], "coordinates": [[-0.08, 0.50, 0.33], [-7.60, 0.94, 2.76], [-5.73, 0.82, 1.78], [-5.66, 0.34, 0.48], [-4.42, 0.24, -0.12], [-4.33, -0.52, -2.09], [-3.19, 0.58, 0.51], [-2.09, 0.35, -0.12], [-3.33, 1.14, 1.81], [-2.15, 1.66, 2.59], [-1.19, 2.35, 1.73], [-1.81, 3.48, 1.02], [-1.25, 3.73, -0.35], [-1.49, 4.96, -0.96], [-1.00, 5.19, -2.24], [-0.29, 4.18, -2.86], [-0.11, 2.98, -2.19], [-0.59, 2.77, -0.97], [-4.57, 1.23, 2.42], [-6.55, 0.07, -0.07], [-2.52, 2.35, 3.37], [-1.63, 0.84, 3.09], [-0.42, 2.70, 2.31], [-2.87, 3.24, 0.89], [-1.74, 4.40, 1.61], [-2.05, 5.73, -0.44], [-1.16, 6.14, -2.73], [0.13, 4.31, -3.85], [0.45, 2.17, -2.63], [-4.63, 1.63, 3.42], [2.93, 0.76, -3.44], [2.27, -0.03, -2.81], [1.21, 0.25, -2.12], [2.57, -1.49, -2.76], [3.62, -2.05, -3.47], [3.81, -3.42, -3.43], [2.95, -4.21, -2.69], [1.91, -3.64, -1.97], [1.71, -2.27, -1.99], [0.22, -1.39, -1.37], [-0.67, -1.27, -2.98], [-0.68, -2.36, -3.85], [-1.25, -2.23, -5.11], [-1.77, -1.02, -5.53], [-1.74, 0.07, -4.67], [-1.21, -0.07, -3.40], [-0.66, -2.90, -0.67], [-1.85, -3.40, -1.20], [-2.42, -4.56, -0.71], [-1.84, -5.24, 0.34], [-0.68, -4.74, 0.90], [-0.09, -3.59, 0.40], [4.26, -1.39, -4.04], [4.63, -3.88, -3.98], [3.08, -5.28, -2.67], [1.26, -4.29, -1.41], [-0.26, -3.31, -3.55], [-1.28, -3.09, -5.77], [-2.21, -0.93, -6.51], [-2.12, 1.03, -4.99], [-1.23, 0.75, -2.70], [-2.31, -2.88, -2.03], [-3.33, -4.94, -1.17], [-2.27, -6.16, 0.70], [-0.21, -5.27, 1.73], [0.84, -3.24, 0.81], [1.75, 4.28, 0.66], [2.98, 3.49, 0.22], [2.80, 2.82, -1.13], [3.42, 2.49, 1.25], [4.60, 2.82, 1.91], [5.21, 1.98, 2.82], [4.57, 0.80, 3.12], [3.36, 0.44, 2.57], [2.75, -0.79, 3.21], [1.81, -0.34, 4.32], [2.07, -1.74, 2.24], [2.72, 1.26, 1.56], [1.58, 0.90, 1.00], [1.44, 4.97, -0.12], [1.97, 4.86, 1.56], [0.95, 3.59, 0.88], [3.79, 4.23, 0.11], [2.02, 2.08, -1.06], [3.71, 2.31, -1.42], [2.56, 3.54, -1.91], [5.06, 3.76, 1.68], [6.14, 2.26, 3.29], [5.03, 0.14, 3.85], [3.57, -1.34, 3.68], [0.98, 0.22, 3.89], [2.34, 0.31, 5.02], [1.44, -1.20, 4.87], [1.09, -1.36, 1.96], [1.94, -2.72, 2.72], [2.67, -1.86, 1.34], [-2.91, -2.90, 2.58], [-2.21, -2.75, 3.73], [-1.30, -1.76, 3.48], [-1.43, -1.33, 2.19], [-2.41, -2.03, 1.68], [-3.65, -3.57, 2.41], [-2.40, -3.32, 4.62], [-0.58, -1.35, 4.14], [-2.79, -1.95, 0.69]], "lowdin_charge": [1.4986, 0.8114, -0.7159, -0.2396, -0.5883, 1.0454, -0.4750, -0.3465, -0.1765, -0.1664, -0.1056, -0.1314, -0.2805, -0.0216, -0.0508, -0.0323, -0.1410, 0.0731, -0.1214, 0.0788, 0.1291, 0.0947, 0.1160, 0.1360, 0.1388, 0.1158, 0.1098, 0.1131, 0.0895, 0.1004, 0.0752, -0.5814, -0.2689, -0.1248, -0.0004, -0.0642, -0.0693, -0.0740, -0.2296, 1.0064, -0.3192, -0.0833, -0.0716, -0.0837, -0.1030, -0.1667, -0.3444, -0.1276, -0.0789, -0.0974, -0.0826, -0.1350, 0.1204, 0.1039, 0.1041, 0.0947, 0.1108, 0.1034, 0.1021, 0.1059, 0.0639, 0.0498, 0.1049, 0.1008, 0.1066, 0.0739, -0.0471, -0.3675, -0.0678, -0.1325, -0.0573, -0.0867, -0.0658, -0.1458, -0.3765, -0.0614, -0.1039, -0.2423, -0.1202, 0.0812, 0.0855, 0.0305, 0.1250, 0.0163, 0.0921, 0.0854, 0.1088, 0.0972, 0.1105, 0.1273, 0.0616, 0.0831, 0.0718, 0.0001, 0.0858, 0.0886, 0.0954, -0.0813, -0.1439, 0.0346, -0.2057, 0.1583, 0.1077, 0.0703, 0.1100]}